Record 1
Formula: C7H18NO2
Source: the Open Molecules 2025 dataset
Level of theory: wB97M-V/def2-TZVPD

For the energy relative to the best compared isomer or geometry (same formula, charge and spin), the calculation gives 14.6 kcal per mole. Its net charge is +1. As for the multiplicity: 1. The calculation puts the LUMO energy at -3.44 eV.

Structure (XYZ):
```
28
Properties=species:S:1:pos:R:3:forces:R:3
C 3.078 -0.379 -0.278 0.060 -0.034 0.063
C 1.917 -0.112 -1.231 -0.056 -0.045 -0.018
C 0.839 0.734 -0.566 0.077 -0.061 -0.103
C -0.044 -0.031 0.402 -0.113 0.035 0.174
O -0.673 -1.115 -0.242 0.111 -0.030 -0.125
C -1.583 -0.683 -1.229 -0.075 0.002 0.001
C -0.962 0.242 -2.273 -0.025 0.030 -0.034
N -0.095 1.297 -1.627 -0.078 -0.011 0.016
H 3.339 0.508 0.301 0.026 0.018 -0.044
H 2.847 -1.182 0.422 -0.030 0.026 0.017
H 3.964 -0.680 -0.834 -0.026 -0.036 0.008
H 1.481 -1.060 -1.552 0.035 0.022 -0.056
H 2.279 0.398 -2.129 0.028 0.072 0.052
H 1.292 1.592 -0.067 -0.076 0.061 -0.035
H -0.801 0.637 0.841 0.069 -0.007 0.021
H 0.560 -0.433 1.214 0.015 0.011 -0.031
H -2.454 -0.203 -0.762 0.083 0.046 0.036
H -1.927 -1.576 -1.748 -0.101 0.034 0.031
H -1.750 0.765 -2.811 0.037 -0.037 -0.097
H -0.341 -0.288 -2.990 0.067 -0.048 0.116
H 0.461 1.762 -2.347 -0.047 0.011 0.014
H -0.694 2.012 -1.208 0.036 -0.032 0.038
C -1.936 -0.061 3.578 -0.059 -0.057 -0.028
O -1.367 -1.357 3.627 0.132 0.034 -0.073
H -2.270 0.178 4.584 0.008 0.005 0.002
H -1.210 0.703 3.274 0.014 -0.004 0.012
H -2.805 -0.020 2.913 -0.002 0.020 -0.002
H -1.144 -1.648 2.738 -0.110 -0.022 0.046
```
Forces are in eV/Å.

=====

Record 2
Formula: C10H13OP
Source: the Open Molecules 2025 dataset
Level of theory: wB97M-V/def2-TZVPD

For the energy relative to the best compared isomer or geometry (same formula, charge and spin), the calculation gives 37.1 kcal per mole. As for the multiplicity: 1. The calculation puts the LUMO energy (alpha / beta) at -0.57 / -0.01 eV.

Structure (XYZ):
```
25
Properties=species:S:1:pos:R:3:forces:R:3
C 0.215 -2.193 3.180 0.011 0.004 0.031
C 0.331 -2.572 1.851 0.069 -0.150 -0.015
C -0.367 -0.979 3.509 0.066 -0.066 0.105
C -0.139 -1.742 0.852 -0.078 0.017 0.063
C -0.833 -0.140 2.512 -0.165 0.144 -0.086
C -0.739 -0.534 1.185 0.099 0.324 -0.346
C 1.404 2.061 -2.135 0.175 0.680 -0.210
C 1.247 0.806 -1.856 -1.478 -0.232 0.922
C 2.460 2.642 -3.046 0.056 -0.211 0.077
C -2.464 -0.486 -1.166 0.499 0.274 0.006
O -1.936 1.803 0.294 -0.238 1.102 0.349
P -1.306 0.557 -0.156 0.776 -1.523 -0.877
H 0.587 -2.844 3.958 0.008 -0.033 0.055
H 0.794 -3.516 1.599 0.029 -0.060 -0.027
H -0.450 -0.688 4.547 -0.015 0.049 0.062
H -0.046 -2.017 -0.188 0.068 -0.116 -0.117
H -1.287 0.813 2.742 -0.013 0.055 0.055
H 0.750 2.802 -1.688 -0.160 -0.009 0.138
H 1.697 -0.126 -2.115 0.204 -0.384 -0.136
H 2.022 3.436 -3.651 0.081 -0.018 -0.044
H 2.881 1.877 -3.699 0.034 0.083 0.008
H 3.266 3.071 -2.445 -0.031 0.054 -0.090
H -3.455 -0.040 -1.082 0.048 0.018 0.061
H -2.156 -0.484 -2.210 -0.050 -0.006 0.003
H -2.476 -1.509 -0.792 0.006 0.003 0.013
```
Forces are in eV/Å.

=====

Record 3
Formula: C24H26ErN5S
Source: the Open Molecules 2025 dataset
Level of theory: wB97M-V/def2-TZVPD

Its net charge is +2. As for the multiplicity: 4. The calculation puts the LUMO energy (alpha / beta) at -6.60 / -6.50 eV.

Structure (XYZ):
```
57
Properties=species:S:1:pos:R:3:forces:R:3
Er -0.884 0.537 -0.885 -0.153 -0.132 -0.154
C -2.491 -2.568 -5.079 -0.003 -0.075 0.127
N -2.573 -2.914 -3.654 0.041 -0.041 -0.020
C -3.364 -3.915 -3.123 0.031 0.016 0.000
C -3.142 -3.942 -1.798 -0.009 0.017 -0.038
N -2.210 -2.942 -1.522 0.095 0.000 0.094
C -1.868 -2.320 -2.684 -0.082 0.166 -0.016
S -0.758 -1.043 -3.011 0.069 -0.138 0.124
C -1.696 -2.739 -0.207 -0.064 -0.108 -0.168
C -1.353 -3.841 0.552 0.023 0.034 0.104
C -0.947 -3.640 1.867 -0.004 0.012 -0.025
C -0.899 -2.352 2.378 -0.083 -0.094 -0.118
C -1.248 -1.317 1.536 0.094 0.073 0.065
N -1.631 -1.490 0.258 -0.030 0.227 0.009
H -3.047 -3.318 -5.633 -0.013 0.025 -0.020
H -1.450 -2.581 -5.389 -0.009 0.021 -0.037
H -2.920 -1.583 -5.244 0.012 0.010 -0.017
H -4.018 -4.508 -3.738 0.001 -0.012 0.011
H -3.571 -4.547 -1.020 -0.016 0.000 -0.012
H -1.391 -4.832 0.123 0.004 0.002 -0.001
H -0.667 -4.487 2.479 -0.005 -0.005 -0.006
H -0.594 -2.144 3.393 0.002 -0.012 0.004
H -1.203 -0.293 1.901 -0.002 -0.007 0.001
C 1.334 4.167 3.228 0.035 0.024 0.009
C 0.360 3.004 3.036 -0.051 -0.026 -0.044
C 1.071 1.684 2.853 0.023 -0.012 0.072
C 1.649 1.076 3.968 -0.012 0.003 0.001
C 2.327 -0.126 3.869 -0.009 0.007 -0.015
C 2.437 -0.756 2.637 -0.007 0.014 0.011
C 1.871 -0.191 1.502 0.032 -0.037 0.061
C 2.047 -0.881 0.173 -0.119 -0.074 -0.114
C 3.206 -0.337 -0.656 0.048 0.051 -0.006
C 1.205 1.035 1.623 -0.035 0.039 -0.125
N 0.569 1.550 0.443 0.189 0.040 0.090
C 0.928 2.711 -0.074 -0.003 0.043 -0.033
C 0.303 3.228 -1.216 -0.010 -0.076 0.043
C 0.594 4.384 -1.940 -0.020 0.055 -0.064
C -0.289 4.421 -3.017 0.011 0.038 0.057
C -1.090 3.291 -2.913 -0.017 -0.087 -0.001
N -0.760 2.537 -1.839 0.009 -0.003 0.065
H 0.798 5.099 3.404 -0.011 -0.004 -0.002
H 1.979 4.307 2.358 -0.011 -0.002 -0.004
H 1.988 3.988 4.081 -0.015 0.003 0.008
H -0.308 3.210 2.197 0.019 0.003 -0.011
H -0.282 2.929 3.916 0.030 0.001 0.021
H 1.556 1.563 4.931 0.005 -0.001 -0.001
H 2.769 -0.572 4.749 0.008 0.000 -0.004
H 2.976 -1.692 2.554 -0.006 -0.004 -0.004
H 1.128 -0.839 -0.449 -0.016 -0.005 0.038
H 2.173 -1.952 0.341 0.066 0.020 0.019
H 3.077 0.724 -0.879 -0.011 -0.001 0.014
H 3.307 -0.876 -1.598 -0.003 -0.009 0.003
H 4.139 -0.442 -0.102 -0.004 -0.005 0.000
H 1.742 3.272 0.380 -0.009 0.016 0.003
H 1.363 5.102 -1.700 -0.006 -0.001 0.005
H -0.353 5.175 -3.783 0.001 0.004 0.004
H -1.889 2.988 -3.573 0.000 0.008 -0.003
```
Forces are in eV/Å.

=====

Record 4
Formula: H32O16
Source: the Open Molecules 2025 dataset
Level of theory: wB97M-V/def2-TZVPD

For the energy relative to the best compared isomer or geometry (same formula, charge and spin), the calculation gives 141.1 kcal per mole. As for the multiplicity: 1. The calculation puts the LUMO energy at -0.13 eV.

Structure (XYZ):
```
48
Properties=species:S:1:pos:R:3:forces:R:3
O 0.870 -1.928 2.745 0.503 -1.192 0.258
H 0.271 -1.566 2.104 -0.300 0.944 0.014
H 1.210 -1.248 3.325 -0.213 0.438 -0.228
O -1.895 3.015 -2.044 0.253 -0.578 0.080
H -1.923 3.241 -1.111 -0.062 0.253 0.086
H -2.079 3.809 -2.537 -0.362 0.439 -0.076
O 4.571 2.340 0.196 0.416 0.402 0.375
H 4.368 3.276 0.307 -0.450 0.054 -0.358
H 5.334 2.281 0.779 0.127 -0.442 0.070
O 5.113 -2.317 -1.845 -0.515 -1.159 -0.338
H 5.711 -2.060 -1.150 0.238 0.522 0.075
H 4.894 -1.546 -2.382 0.271 0.308 0.466
O -3.253 -2.259 -0.408 -0.799 -0.313 0.986
H -3.085 -1.448 -0.878 0.594 0.060 -0.305
H -2.602 -2.939 -0.601 -0.097 0.372 -0.679
O -0.549 -0.654 0.140 -1.057 0.790 1.147
H -0.197 -0.106 -0.559 0.583 -0.778 -0.466
H -0.255 -1.558 0.213 0.487 -0.058 -1.005
O -3.213 2.985 2.088 0.267 0.355 -0.918
H -3.245 3.387 2.952 -0.083 -0.195 0.473
H -3.131 2.036 2.188 -0.155 -0.246 0.425
O 0.253 1.834 1.919 -0.160 0.492 0.182
H -0.061 1.673 1.027 0.115 -0.414 -0.273
H -0.337 2.555 2.170 -0.241 -0.286 0.319
O 0.145 4.780 1.237 -0.107 0.116 -0.241
H 0.432 4.089 1.839 0.285 0.135 0.019
H -0.265 5.468 1.770 0.022 -0.062 0.096
O 0.497 -5.577 -1.130 -0.478 -0.520 1.345
H 0.082 -5.783 -1.956 0.048 0.263 -0.836
H 1.066 -4.810 -1.183 0.602 0.172 -0.500
O 0.821 3.841 -3.183 0.686 -0.095 -0.352
H 1.231 4.700 -3.315 -0.013 0.038 0.017
H -0.043 4.009 -2.826 -0.505 -0.062 0.378
O 2.684 -3.894 -0.500 -0.551 -0.858 -0.342
H 3.549 -3.587 -0.792 -0.103 0.670 0.100
H 2.223 -3.297 0.087 0.653 0.452 0.211
O -3.379 0.121 4.154 -1.709 1.152 0.154
H -3.935 -0.251 3.462 0.135 -0.140 -0.032
H -2.543 -0.279 4.096 1.588 -0.958 -0.268
O 4.452 0.367 -1.882 0.429 -0.269 -0.901
H 4.976 1.026 -1.418 -0.489 0.158 0.293
H 3.689 0.138 -1.358 -0.108 0.301 0.458
O -5.161 1.190 0.413 0.001 -0.321 0.301
H -4.908 2.062 0.125 0.184 0.567 0.007
H -5.453 0.752 -0.385 -0.116 -0.268 -0.214
O -2.035 -4.428 -1.964 0.678 2.318 -0.024
H -2.518 -5.161 -2.282 -0.509 -1.418 0.202
H -1.478 -4.571 -1.193 0.015 -1.138 -0.176
```
Forces are in eV/Å.

=====

Record 5
Formula: C5H13NO
Source: the Open Molecules 2025 dataset
Level of theory: wB97M-V/def2-TZVPD

For the energy relative to the best compared isomer or geometry (same formula, charge and spin), the calculation gives 5.0 kcal per mole. As for the multiplicity: 1. The calculation puts the LUMO energy at 0.82 eV.

Structure (XYZ):
```
20
Properties=species:S:1:pos:R:3:forces:R:3
C 1.733 1.879 0.218 0.510 1.551 -0.343
C 1.671 0.451 0.593 -0.216 -1.343 -0.795
N 2.058 -0.434 -0.407 0.136 0.509 0.139
O 1.237 0.044 1.644 0.072 0.001 0.458
H 1.876 2.532 1.077 -0.012 -0.314 0.221
H 0.838 2.258 -0.273 -0.251 -0.410 -0.037
H 2.557 2.088 -0.465 0.045 -0.096 -0.058
H 2.195 -1.404 -0.176 -0.187 0.063 0.142
H 2.488 -0.113 -1.262 -0.074 0.046 0.280
C -1.725 -1.203 -1.625 1.322 0.177 -0.375
C -1.573 -0.392 -0.327 -0.854 0.252 -0.423
C -2.951 -0.322 0.332 0.019 0.309 0.949
H -2.409 -2.033 -1.479 0.031 -0.207 -0.018
H -0.738 -1.575 -1.931 -0.155 -0.338 0.204
H -2.023 -0.671 -2.532 -0.483 0.412 0.384
H -0.819 -0.841 0.311 -0.147 -0.250 0.198
H -1.214 0.625 -0.504 0.024 -0.035 -0.233
H -3.645 0.313 -0.221 -0.052 -0.376 -0.387
H -3.341 -1.329 0.477 -0.258 -0.004 -0.307
H -2.988 0.114 1.336 0.530 0.053 0.000
```
Forces are in eV/Å.

=====

Record 6
Formula: C4H6N4
Source: the Open Molecules 2025 dataset
Level of theory: wB97M-V/def2-TZVPD

For the energy relative to the best compared isomer or geometry (same formula, charge and spin), the calculation gives 128.4 kcal per mole. As for the multiplicity: 1. The calculation puts the LUMO energy at 0.99 eV.

Structure (XYZ):
```
14
Properties=species:S:1:pos:R:3:forces:R:3
H 0.137 2.532 -0.033 -2.228 -0.985 -0.289
N -0.574 1.718 0.059 -0.865 7.240 -0.122
C 0.172 0.788 0.181 5.497 -3.412 0.217
C 1.757 0.813 -0.106 -2.720 3.211 0.684
C 2.024 -0.437 -0.177 1.820 -5.605 -0.681
N 0.923 -1.338 -0.049 0.169 1.090 0.371
N -0.290 -0.499 0.549 2.389 -2.225 -2.949
N -1.512 -0.987 -0.092 -0.523 1.617 0.856
C -2.463 -0.092 -0.292 4.568 -1.487 1.806
H 2.379 1.734 -0.353 -1.156 -1.521 0.552
H 3.027 -1.004 -0.403 -1.990 1.401 0.418
H 1.216 -2.282 0.280 -1.257 1.239 0.475
H -2.190 0.945 -0.101 -1.171 -0.078 -0.231
H -3.340 -0.623 -0.291 -2.533 -0.486 -1.107
```
Forces are in eV/Å.

=====

Record 7
Formula: C6H15NO
Source: the Open Molecules 2025 dataset
Level of theory: wB97M-V/def2-TZVPD

For the energy relative to the best compared isomer or geometry (same formula, charge and spin), the calculation gives 56.2 kcal per mole. As for the multiplicity: 1. The calculation puts the LUMO energy at 0.86 eV.

Structure (XYZ):
```
23
Properties=species:S:1:pos:R:3:forces:R:3
C 1.868 -1.110 -1.990 0.050 0.942 -1.616
C 0.837 -0.009 -2.360 0.125 -0.679 2.625
C 0.005 0.149 -1.049 0.104 -0.337 -2.819
C -1.119 -0.573 -0.992 -0.546 1.865 2.234
N -2.144 -0.233 -0.046 1.948 -1.318 -2.540
C -1.963 0.936 0.801 -2.579 -0.687 -0.765
C -1.162 0.674 2.056 0.365 -0.317 0.707
H 2.541 -1.287 -2.848 -0.103 -0.282 0.402
H 1.337 -2.008 -1.702 0.193 -0.216 0.107
H 2.456 -0.697 -1.173 0.080 -0.354 0.157
H 1.367 0.913 -2.569 -0.047 0.204 -0.240
H 0.137 -0.238 -3.151 0.253 -0.222 -0.401
H 0.301 0.940 -0.393 -0.170 0.220 0.482
H -1.304 -1.387 -1.686 -0.264 0.148 0.061
H -2.732 -1.033 0.099 -0.530 0.502 0.952
H -3.025 1.202 0.937 0.334 0.083 1.130
H -1.710 1.756 0.137 0.965 0.031 0.085
H -1.044 -0.409 2.119 0.257 -0.023 -0.052
H -0.170 1.126 2.134 -0.070 0.089 -0.382
H -1.660 0.921 2.990 -0.337 0.369 -0.091
O 2.741 0.278 2.806 -0.325 -0.029 -0.932
H 2.020 0.018 2.201 0.496 0.140 0.425
H 2.421 0.071 3.678 -0.200 -0.130 0.469
```
Forces are in eV/Å.